No. 1
Formula: C25H61N4O8
Source: OMol25
Level of theory: ωB97M-V with the def2-TZVPD basis set

Output
- HOMO level (alpha / beta) (eV) = -13.1 / -13.1
- 2S+1 = 2
- charge = +2

CARTESIAN COORDINATES (ANGSTROEM)
N1 2.082 -1.351 -3.153
H1 2.879 -0.795 -3.427
H2 2.083 -1.389 -2.144
H3 2.255 -2.314 -3.402
H4 1.223 -1.032 -3.576
C1 0.097 4.359 -1.656
N2 0.946 3.582 -2.719
C2 0.255 2.249 -3.049
C3 0.920 4.398 -4.048
C4 2.453 3.475 -2.250
C5 2.764 2.281 -1.298
O1 1.721 1.934 -0.429
H5 -0.976 4.338 -1.851
H6 0.521 5.361 -1.587
H7 0.299 3.845 -0.717
H8 1.041 1.562 -3.364
H9 -0.608 2.351 -3.706
H10 -0.308 1.955 -2.164
H11 1.522 3.840 -4.765
H12 1.395 5.380 -4.042
H13 -0.138 4.461 -4.299
H14 2.785 4.427 -1.836
H15 3.022 3.504 -3.180
H16 3.661 2.445 -0.701
H17 3.035 1.452 -1.952
H18 1.756 0.975 -0.399
C6 -0.207 -0.294 1.310
C7 0.577 -1.361 0.502
O2 1.604 -0.801 -0.307
H19 0.512 0.283 1.892
H20 -0.881 -0.812 1.991
H21 -0.764 0.398 0.679
H22 -0.177 -1.944 -0.026
H23 0.975 -2.077 1.221
C8 3.234 1.211 2.624
O3 2.682 1.971 3.438
N3 4.572 0.897 2.610
C9 5.025 -0.306 1.847
C10 5.518 1.486 3.541
H24 2.756 0.713 1.767
H25 5.745 -0.119 1.050
H26 4.203 -0.732 1.272
H27 5.531 -1.083 2.420
H28 6.371 1.957 3.054
H29 5.083 2.372 4.005
H30 5.815 0.758 4.297
C11 -1.591 -0.225 -4.377
O4 -0.345 -0.374 -4.263
N4 -2.464 -0.147 -3.317
C12 -3.912 -0.207 -3.601
C13 -1.999 -0.075 -1.909
H31 -2.129 -0.266 -5.337
H32 -4.177 -1.264 -3.579
H33 -4.199 0.172 -4.582
H34 -4.425 0.357 -2.822
H35 -2.262 0.919 -1.547
H36 -2.573 -0.861 -1.419
H37 -0.930 -0.237 -1.772
C14 -1.521 -4.381 1.934
C15 -1.326 -4.487 3.421
O5 -2.025 -5.249 4.054
C16 -0.296 -3.569 4.073
H38 -0.722 -4.895 1.398
H39 -1.574 -3.343 1.607
H40 -2.402 -4.910 1.572
H41 -0.599 -3.152 5.033
H42 -0.008 -2.796 3.361
H43 0.581 -4.182 4.281
C17 -0.850 -3.359 -2.587
C18 -1.661 -4.644 -2.738
O6 -2.839 -4.672 -2.461
C19 -0.896 -5.943 -2.970
H44 0.187 -3.544 -2.308
H45 -1.255 -2.739 -1.787
H46 -0.990 -2.886 -3.559
H47 0.129 -5.845 -2.611
H48 -0.760 -6.179 -4.025
H49 -1.458 -6.642 -2.351
C20 -0.305 1.819 4.149
C21 -0.235 0.531 5.036
O7 -1.271 -0.147 5.164
C22 1.043 -0.008 5.567
H50 -1.353 2.081 4.004
H51 0.120 1.799 3.145
H52 0.192 2.607 4.715
H53 1.110 -1.055 5.272
H54 0.987 0.083 6.652
H55 1.911 0.552 5.220
C23 -5.004 1.900 0.053
C24 -5.001 2.125 1.516
O8 -5.801 2.932 1.978
C25 -3.893 1.451 2.380
H56 -3.996 1.679 -0.298
H57 -5.521 2.656 -0.539
H58 -5.524 0.963 -0.146
H59 -4.109 1.595 3.439
H60 -2.932 1.885 2.106
H61 -3.987 0.368 2.301

Atomic forces in eV per Å
N 1.3 -0.9 0.2
H 0.3 0.2 -0.4
H -0.6 0.5 1.1
H 0.1 -0.4 -0.7
H -1.4 0.5 -0.3
C 1.5 -0.8 0.0
N -0.4 1.6 -0.4
C 0.2 0.7 1.3
C 0.2 -0.8 0.6
C -0.9 0.2 0.1
C 0.4 0.3 -0.9
O -0.3 0.6 -0.5
H 0.2 0.0 -0.5
H -0.3 0.0 -0.2
H -0.1 0.0 0.0
H -0.6 0.0 -0.1
H 0.8 0.5 -0.9
H 1.0 -0.4 0.4
H -0.5 -0.3 -0.1
H -0.2 0.0 0.9
H 0.3 0.1 -0.3
H -0.8 0.2 0.5
H 0.1 -0.9 0.0
H 0.2 0.6 -0.2
H -0.1 -0.4 -0.1
H -0.3 -0.4 0.6
C 1.1 -0.3 -0.1
C -0.9 1.9 0.1
O -1.2 -1.4 0.6
H -0.2 0.0 0.1
H -0.1 0.1 0.0
H 0.0 -0.1 -0.1
H 0.5 -0.4 -0.9
H 0.8 -0.2 0.1
C 0.7 1.1 1.6
O 1.0 -1.5 -2.0
N 0.0 -1.1 -0.8
C -0.1 0.7 -0.5
C -0.2 0.8 0.3
H -0.5 0.0 0.2
H 0.3 0.8 0.1
H -0.4 -0.1 0.5
H -0.5 0.1 0.6
H 0.3 -0.7 -0.4
H -0.5 -0.4 0.3
H 0.2 0.2 0.0
C 0.1 -0.9 2.1
O -1.4 0.5 -0.2
N 2.1 0.6 -2.0
C 0.3 -0.5 0.6
C -1.0 -0.2 -1.0
H 0.4 0.2 0.0
H -0.4 0.1 0.2
H 0.4 0.2 0.1
H -0.2 -0.1 -0.1
H -0.1 -0.1 0.4
H 0.1 0.2 0.6
H -0.1 -0.1 -0.5
C 0.0 -0.3 -0.8
C -1.1 -0.2 0.9
O 0.7 0.4 -0.2
C 0.1 -0.6 -0.3
H 0.5 0.2 0.1
H 0.1 0.1 0.0
H -0.2 0.1 0.5
H -0.3 0.0 -0.2
H 0.1 0.2 0.2
H 0.2 -0.1 0.0
C -0.5 -0.1 -0.1
C 0.1 -0.8 1.5
O 0.5 0.5 -0.6
C 0.1 0.9 0.2
H 0.1 -0.2 -0.5
H -0.4 0.0 -0.3
H 0.5 0.5 0.1
H 0.0 0.0 0.3
H -0.6 -0.3 0.0
H 0.2 -0.5 -0.6
C -0.4 -0.2 1.3
C -2.7 -1.1 -2.1
O 1.9 1.5 -0.1
C 0.5 0.6 0.2
H -0.1 -0.1 0.3
H 0.5 -0.4 0.4
H 0.1 0.2 -0.3
H 0.0 0.0 0.2
H 0.1 -0.3 0.1
H -0.1 0.0 0.0
C 0.2 -1.2 -0.9
C -0.5 2.0 1.6
O 1.1 -1.4 -0.2
C -1.8 0.2 0.0
H 0.2 0.4 -0.2
H 0.2 0.2 0.3
H -0.3 -0.2 0.1
H 0.1 0.6 -0.1
H 0.1 -0.4 0.0
H 0.6 -0.1 -0.6

Results of the Löwdin charge analysis, in e, for atoms 1 through 5: 0.3379, 0.1467, 0.0843, 0.1503, 0.0671



No. 2
Formula: C4H9NO
Source: OMol25
Level of theory: ωB97M-V with the def2-TZVPD basis set

Output
- HOMO level (eV) = -8.0

CARTESIAN COORDINATES (ANGSTROEM)
C1 0.202 -0.889 -1.607
C2 0.083 0.215 -0.784
N1 0.085 -0.064 0.602
C3 0.346 1.158 1.376
C4 -0.307 -1.400 1.067
O1 -0.149 1.438 -1.027
H1 -1.503 -2.213 -0.279
H2 0.554 -1.844 -1.356
H3 -0.096 -0.730 -2.755
H4 0.649 0.746 2.328
H5 1.116 1.829 0.897
H6 -0.588 1.785 1.508
H7 -1.139 -1.152 1.828
H8 0.453 -2.161 1.377
H9 -0.797 -1.820 0.140

Atomic forces in eV per Å
C -2.3 0.2 -4.8
C -1.2 2.7 1.7
N 1.2 -1.7 -1.4
C -1.6 0.1 0.8
C 0.5 3.8 3.7
O 0.9 -2.1 -0.9
H -0.1 0.4 -1.8
H 0.5 -0.9 0.5
H 1.0 -0.3 2.8
H 0.3 0.6 0.5
H -0.8 -1.2 0.3
H 1.0 -0.6 -0.1
H 1.5 -1.1 -0.5
H -0.6 0.7 -0.4
H -0.2 -0.5 -0.3

Results of the Löwdin charge analysis, in e, for atoms 1 through 5: 0.0799, -0.5822, -0.1473, -0.0554, -0.0933



No. 3
Formula: C19H30As2LaN2S6
Source: OMol25
Level of theory: ωB97M-V with the def2-TZVPD basis set

Output
- HOMO level (eV) = -9.8
- charge = +1

CARTESIAN COORDINATES (ANGSTROEM)
La1 -0.012 -0.980 1.064
C1 3.584 -0.729 2.253
C2 2.864 -1.705 3.212
N1 1.864 -2.563 2.494
C3 2.325 -3.738 1.763
C4 2.849 -3.590 0.337
S1 1.974 -2.338 -0.748
C5 3.223 -1.025 -0.800
C6 3.049 0.250 0.000
N2 2.665 0.027 1.413
H1 4.281 -1.301 1.560
H2 4.203 -0.043 2.791
H3 2.366 -1.147 4.032
H4 3.631 -2.308 3.774
H5 1.193 -2.902 3.147
H6 1.402 -4.323 1.766
H7 3.026 -4.317 2.393
H8 2.637 -4.572 -0.142
H9 3.874 -3.281 0.343
H10 3.396 -0.757 -1.839
H11 4.169 -1.507 -0.457
H12 2.287 0.880 -0.387
H13 4.014 0.791 -0.051
H14 2.354 0.930 1.895
S2 -5.676 0.135 0.338
C7 -4.442 -0.651 1.067
S3 -3.759 -2.209 0.660
C8 -2.433 -2.180 1.784
C9 -2.365 -1.050 2.616
S4 -1.053 -0.624 3.702
S5 -3.662 0.082 2.377
S6 -1.218 -3.416 1.674
C10 -0.163 -0.530 -3.598
As1 -1.192 -0.401 -1.906
C11 -2.745 -1.409 -2.649
C12 -1.871 1.472 -2.034
C13 -2.519 1.751 -3.247
C14 -2.969 3.006 -3.527
C15 -2.863 4.050 -2.591
C16 -2.273 3.715 -1.406
C17 -1.703 2.464 -1.116
As2 -0.720 2.195 0.555
C18 0.963 3.215 0.334
C19 -1.786 3.224 1.820
H15 -0.832 -0.405 -4.446
H16 0.346 -1.510 -3.597
H17 0.606 0.257 -3.648
H18 -2.579 -1.555 -3.707
H19 -3.662 -0.811 -2.558
H20 -2.927 -2.319 -2.092
H21 -2.762 0.928 -3.856
H22 -3.532 3.173 -4.438
H23 -3.225 5.093 -2.745
H24 -2.237 4.487 -0.655
H25 0.896 4.241 0.050
H26 1.521 2.727 -0.487
H27 1.517 3.077 1.309
H28 -1.782 4.300 1.658
H29 -1.369 2.940 2.813
H30 -2.759 2.785 1.733

Atomic forces in eV per Å
La 0.3 -0.5 1.2
C 0.4 -1.4 -0.9
C 0.3 -0.4 0.2
N 1.1 1.9 -0.2
C -0.7 -0.4 0.8
C -1.5 -0.2 0.0
S 0.4 -0.5 0.4
C 1.3 -0.4 0.2
C 0.7 -0.1 1.4
N -1.8 1.2 0.4
H -0.8 0.6 0.9
H 0.6 0.3 0.6
H -0.1 -0.2 -0.7
H -0.5 0.3 -0.7
H -0.6 0.0 0.7
H 0.3 -0.3 -0.5
H 0.2 0.1 -0.5
H 0.7 0.8 0.1
H 0.6 -0.3 -0.4
H -0.1 0.0 -0.1
H -0.7 0.3 -0.5
H -0.6 0.6 -0.7
H -0.4 0.0 -0.2
H 0.9 -1.6 -1.1
S -0.1 -0.3 -0.3
C -0.4 -0.2 -0.5
S -0.5 0.2 -0.2
C 0.5 1.2 1.1
C 0.5 -1.2 -0.7
S -0.1 0.1 -0.4
S 0.4 0.7 0.9
S -0.1 -0.2 -0.4
C 0.8 0.3 0.7
As -0.7 0.2 -0.8
C -0.4 0.9 0.6
C 0.4 -1.4 -1.1
C 0.1 0.2 1.3
C -1.0 1.1 -0.5
C -0.1 -0.2 -0.5
C 0.5 0.7 1.0
C 0.1 0.8 0.6
As -0.1 0.2 -0.3
C 0.5 -1.4 0.5
C 1.2 -0.5 0.6
H 0.0 -0.1 0.0
H -0.4 0.4 -0.2
H -0.2 -0.3 0.1
H 0.2 -0.4 -0.1
H 0.3 0.0 0.2
H 0.2 -0.2 -0.2
H -0.1 -0.6 -1.1
H 0.2 0.0 -0.1
H 0.2 -1.2 -0.1
H 0.2 0.1 0.3
H -0.4 0.8 0.2
H -0.2 0.2 0.5
H -0.4 0.4 -1.1
H 0.0 -0.1 0.0
H -0.4 0.5 -0.6
H -0.7 0.0 0.1

Results of the Löwdin charge analysis, in e, for atoms 1 through 5: 1.1628, -0.1949, -0.1632, -0.1743, -0.2828



No. 4
Formula: CH4NO3S
Source: OMol25
Level of theory: ωB97M-V with the def2-TZVPD basis set

Output
- HOMO level (eV) = -2.9
- charge = -1

CARTESIAN COORDINATES (ANGSTROEM)
C1 0.877 -0.946 -0.383
N1 -1.269 1.391 -0.075
O1 2.514 0.069 1.455
O2 3.096 0.130 -0.873
O3 -0.315 2.245 -0.399
S1 2.164 0.602 0.130
H1 1.595 -1.625 -0.673
H2 0.373 -1.165 0.560
H3 0.288 -0.891 -1.194
H4 -0.806 0.981 0.760

Atomic forces in eV per Å
C 0.6 2.3 3.8
N 5.5 4.1 -1.1
O 0.1 0.3 1.3
O 2.4 0.6 -1.9
O -5.0 -3.4 0.9
S -2.1 -2.2 -0.3
H 2.0 -1.5 0.1
H -0.2 -0.4 -0.2
H -2.7 0.9 -2.8
H -0.6 -0.5 0.1

Results of the Löwdin charge analysis, in e, for atoms 1 through 5: -0.2290, 0.0683, -0.5897, -0.5987, -0.1757



No. 5
Formula: CH6N4O2
Source: OMol25
Level of theory: ωB97M-V with the def2-TZVPD basis set

Output
- HOMO level (alpha / beta) (eV) = -5.9 / -7.2

CARTESIAN COORDINATES (ANGSTROEM)
C1 0.682 -0.599 -0.042
N1 0.049 -0.238 -1.173
N2 2.389 -0.568 -1.536
N3 -1.523 1.084 0.794
N4 0.172 -0.958 1.197
O1 2.004 -0.737 -0.295
O2 1.138 -0.242 -2.151
H1 -0.701 -0.923 -1.525
H2 -2.428 1.641 0.998
H3 -0.764 1.820 0.859
H4 -1.559 0.935 -0.270
H5 1.020 -1.032 1.745
H6 -0.479 -0.183 1.400

Atomic forces in eV per Å
C 3.3 -0.9 0.6
N -1.4 -0.7 -2.2
N -0.2 -0.2 -0.8
N -1.3 2.8 -1.7
N 0.9 0.3 -1.7
O -1.7 -0.4 3.0
O -1.1 0.9 -1.3
H 1.2 0.5 0.6
H 1.9 -1.3 -0.2
H -1.1 -0.9 0.0
H 0.0 0.2 2.0
H -0.4 0.0 0.8
H -0.2 -0.5 0.8

Results of the Löwdin charge analysis, in e, for atoms 1 through 5: -0.4353, 0.0413, -0.0177, -0.0394, 0.1340



No. 6
Formula: C19H18F5GeNO4PdSSe
Source: OMol25
Level of theory: ωB97M-V with the def2-TZVPD basis set

Output
- HOMO level (alpha / beta) (eV) = -8.5 / -8.5

CARTESIAN COORDINATES (ANGSTROEM)
Pd1 -0.498 0.484 1.675
O1 -1.499 0.234 -2.204
S1 -0.614 -0.810 -1.764
O2 0.690 -0.861 -2.361
N1 -0.519 -0.823 -0.120
C1 -1.301 -1.792 0.416
O3 -1.634 -1.782 1.604
C2 -1.743 -2.795 -0.590
C3 -2.430 -3.979 -0.386
C4 -2.766 -4.733 -1.502
C5 -2.431 -4.308 -2.784
C6 -1.750 -3.113 -2.991
C7 -1.421 -2.382 -1.870
H1 -2.690 -4.296 0.615
H2 -3.298 -5.666 -1.377
H3 -2.707 -4.917 -3.635
H4 -1.488 -2.774 -3.983
C8 0.556 2.489 -1.439
Ge1 -0.586 2.985 0.059
C9 -1.598 4.606 -0.398
C10 0.412 3.466 1.700
C11 -1.841 1.549 0.597
H5 1.326 3.255 -1.550
H6 -0.032 2.441 -2.354
H7 1.044 1.527 -1.309
H8 -0.878 5.392 -0.628
H9 -2.220 4.939 0.432
H10 -2.229 4.452 -1.271
H11 1.010 4.344 1.447
H12 1.103 2.717 2.086
H13 -0.290 3.749 2.486
H14 -2.296 0.968 -0.195
H15 -2.556 1.823 1.376
F1 4.773 -0.266 -2.897
C12 4.100 -0.284 -1.753
C13 3.534 -1.462 -1.295
F2 3.660 -2.580 -2.005
C14 2.816 -1.459 -0.114
F3 2.269 -2.609 0.282
C15 2.651 -0.307 0.645
Se1 1.779 -0.393 2.337
C16 3.242 0.854 0.168
F4 3.124 1.996 0.851
C17 3.954 0.881 -1.016
F5 4.490 2.021 -1.455
C18 -0.326 -0.839 4.602
C19 -0.653 0.267 3.662
O4 -1.452 1.135 3.786
H16 -0.813 -0.639 5.554
H17 0.747 -0.962 4.729
H18 -0.723 -1.742 4.131

Atomic forces in eV per Å
Pd 0.6 -0.2 -0.1
O -0.1 0.0 -0.1
S 0.3 -0.1 -0.1
O 0.0 0.0 0.1
N -0.4 0.2 0.4
C 0.0 0.0 0.3
O -0.1 -0.3 -0.2
C 0.0 0.0 -0.1
C 0.0 0.1 0.0
C 0.0 0.0 0.0
C 0.0 0.0 0.0
C 0.0 0.0 0.0
C 0.0 0.0 0.1
H 0.0 0.0 0.0
H 0.0 0.0 0.0
H 0.0 0.0 0.0
H 0.0 0.0 0.0
C 0.0 0.1 0.1
Ge 0.0 0.2 0.1
C 0.0 -0.2 0.0
C 0.0 0.1 -0.2
C 0.1 0.1 -0.2
H 0.0 0.0 0.0
H 0.0 0.0 0.0
H 0.0 0.0 0.0
H 0.0 0.0 0.0
H 0.0 0.0 0.0
H 0.0 0.0 0.0
H 0.0 0.0 0.0
H -0.1 -0.1 0.0
H 0.0 0.0 0.0
H -0.1 0.1 0.0
H 0.0 0.0 0.0
F 0.0 0.0 -0.1
C -0.1 0.0 0.1
C 0.0 0.1 0.0
F 0.0 0.0 0.0
C -0.1 0.0 0.0
F 0.0 0.0 0.0
C -0.1 -0.1 0.0
Se 0.1 0.1 0.2
C 0.0 0.0 0.0
F 0.0 0.1 0.0
C 0.0 -0.1 0.0
F 0.0 0.0 0.0
C 0.1 0.0 -0.1
C -0.5 -0.2 0.1
O 0.3 0.2 -0.2
H 0.0 0.0 0.0
H 0.0 0.0 0.0
H 0.0 0.0 0.0

Results of the Löwdin charge analysis, in e, for atoms 1 through 5: 0.7170, -0.2966, 0.6493, -0.2675, -0.1224



No. 7
Formula: C6H11N
Source: OMol25
Level of theory: ωB97M-V with the def2-TZVPD basis set

Output
- HOMO level (eV) = -8.0
- SMILES = C=C/C(=C/C)NC

CARTESIAN COORDINATES (ANGSTROEM)
C1 0.795 -0.745 -2.339
C2 0.445 -1.011 -1.085
C3 -0.034 -0.011 -0.121
C4 0.287 1.281 -0.221
C5 -0.163 2.409 0.678
N1 -0.892 -0.456 0.920
C6 -0.309 -1.498 1.741
H1 1.128 -1.564 -2.951
H2 0.786 0.234 -2.788
H3 0.505 -2.044 -0.751
H4 0.954 1.656 -0.991
H5 0.589 3.201 0.632
H6 -0.299 2.187 1.739
H7 -1.112 2.817 0.316
H8 -1.126 0.322 1.516
H9 0.724 -1.284 2.016
H10 -0.484 -2.464 1.273
H11 -0.882 -1.500 2.676

Atomic forces in eV per Å
C 0.1 -0.4 0.2
C 0.0 0.0 -0.1
C -0.2 0.6 0.3
C 0.3 0.7 0.3
C 0.0 0.0 -0.2
N 0.3 0.1 -0.5
C -0.9 -0.1 0.7
H 0.2 -0.1 -0.3
H -0.2 0.2 0.0
H -0.1 0.1 0.0
H -0.1 -0.5 -0.2
H -0.2 0.0 0.0
H 0.0 -0.3 0.0
H 0.0 0.1 0.1
H -0.1 0.2 -0.1
H 0.3 -0.4 -0.2
H 0.5 -0.1 0.1
H 0.1 -0.2 -0.1

Results of the Löwdin charge analysis, in e, for atoms 1 through 5: 0.0154, -0.1238, -0.3325, -0.1109, -0.1045



No. 8
Formula: C24H18N6O2PdSSe
Source: OMol25
Level of theory: ωB97M-V with the def2-TZVPD basis set

Output
- HOMO level (alpha / beta) (eV) = -8.0 / -8.1
- 2S+1 = 3

CARTESIAN COORDINATES (ANGSTROEM)
Pd1 1.555 1.595 -1.106
O1 2.649 -0.104 3.179
C1 2.982 -1.340 2.768
C2 3.373 -2.256 3.747
C3 3.724 -3.541 3.396
C4 3.697 -3.948 2.062
C5 3.313 -3.047 1.092
C6 2.949 -1.736 1.419
C7 2.539 -0.787 0.363
O2 2.193 0.393 0.705
N1 2.567 -1.250 -0.894
N2 2.184 -0.314 -1.767
C8 2.117 -0.544 -3.025
C9 1.677 0.542 -3.905
C10 1.660 0.400 -5.288
C11 1.245 1.466 -6.068
C12 0.859 2.648 -5.457
C13 0.900 2.719 -4.073
N3 1.290 1.693 -3.324
H1 2.411 0.405 2.373
H2 3.391 -1.924 4.776
H3 4.025 -4.238 4.168
H4 3.976 -4.956 1.790
H5 3.286 -3.334 0.051
H6 2.383 -1.517 -3.428
H7 1.975 -0.533 -5.734
H8 1.228 1.375 -7.146
H9 0.535 3.503 -6.033
H10 0.614 3.615 -3.534
Se1 3.343 3.472 -0.911
C14 1.629 4.127 -0.891
N4 0.499 4.400 -0.849
S1 -4.754 -0.454 0.311
C15 -3.101 0.063 0.001
C16 -2.725 0.225 -1.332
C17 -1.433 0.609 -1.618
N5 -0.516 0.834 -0.675
C18 -0.875 0.674 0.600
C19 -2.146 0.292 0.984
C20 -4.882 -0.253 2.072
C21 -4.931 -1.367 2.895
C22 -5.071 -1.167 4.263
N6 -5.151 0.034 4.826
C23 -5.100 1.094 4.022
C24 -4.975 1.008 2.644
H11 -3.433 0.066 -2.135
H12 -1.113 0.752 -2.643
H13 -0.103 0.847 1.338
H14 -2.372 0.175 2.034
H15 -4.856 -2.365 2.485
H16 -5.114 -2.017 4.934
H17 -5.168 2.063 4.502
H18 -4.948 1.901 2.034

Atomic forces in eV per Å
Pd -0.1 0.1 0.1
O 0.0 0.0 0.0
C 0.0 0.0 0.0
C 0.0 0.0 0.0
C 0.0 0.0 0.0
C 0.0 0.0 0.0
C 0.0 0.0 0.0
C 0.0 0.0 0.0
C 0.1 0.0 0.0
O 0.0 0.0 0.0
N 0.0 0.0 0.0
N 0.1 0.1 0.0
C 0.0 0.0 0.0
C 0.0 0.0 0.0
C 0.0 0.0 0.0
C 0.0 0.0 0.0
C 0.0 0.0 0.0
C 0.0 0.0 0.0
N 0.0 0.0 0.0
H 0.1 0.0 0.0
H 0.0 0.0 0.0
H 0.0 0.0 0.0
H 0.0 0.0 0.0
H 0.0 0.0 0.0
H 0.0 0.0 0.0
H 0.0 0.0 0.0
H 0.0 0.0 0.0
H 0.0 0.0 0.0
H 0.0 0.0 0.0
Se 0.0 -0.1 -0.2
C 0.1 -0.1 0.2
N 0.0 0.0 -0.1
S 0.0 0.0 0.0
C 0.0 0.0 0.0
C 0.0 0.0 0.0
C 0.0 0.0 0.0
N 0.0 0.0 0.0
C 0.0 0.0 0.0
C 0.0 0.0 0.0
C 0.0 0.0 0.0
C 0.0 0.0 0.0
C 0.0 0.0 0.0
N 0.0 0.0 0.0
C 0.0 0.0 0.0
C 0.0 0.0 0.0
H 0.0 0.0 0.0
H 0.0 0.0 0.0
H 0.0 0.0 0.0
H 0.0 0.0 0.0
H 0.0 0.0 0.0
H 0.0 0.0 0.0
H 0.0 0.0 0.0
H 0.0 0.0 0.0

Results of the Löwdin charge analysis, in e, for atoms 1 through 5: 0.8137, 0.0679, -0.2615, -0.0146, -0.0815